This record from the Open Molecules 2025 dataset describes an isolated ion of composition C5H13N2O and charge -1 in a non-equilibrium geometry. The level of theory is ωB97M-V with the def2-TZVPD basis set.

Last column: Mulliken charge in e.
Atoms and positions in Å:
C 0.17366 -0.33948 1.09700  -0.84
N 1.52201 0.09300 1.21944  -0.17
C 1.71818 1.31149 1.97899  -0.83
C -0.28176 -0.61739 -0.37375  0.61
C -1.67841 -1.39412 -0.29680  -1.85
N -0.28327 0.74558 -0.97105  -0.52
C -0.66858 0.49452 -2.55537  -0.51
O 0.01037 -0.48653 -3.12381  -0.84
H -0.46439 0.53150 1.32237  0.40
H -0.19600 -1.33814 1.56883  0.15
H 2.13404 -0.72587 1.55914  0.24
H 0.89435 1.96755 1.65122  0.33
H 2.67705 1.80461 1.75392  0.28
H 1.72768 1.24082 3.11192  0.27
H 0.33184 -1.51626 -0.74315  0.10
H -2.34047 -0.70270 0.21323  0.36
H -1.61457 -2.25478 0.29636  0.55
H -2.03752 -1.69029 -1.22976  0.44
H 0.71796 1.00015 -1.01021  0.27
H -0.56683 1.47325 -3.07620  0.34
H -1.77534 0.40310 -2.39229  0.22

Cartesian forces (eV/Å) of the 6 atoms listed first:
-2.7 -1.6 -1.2
2.4 -2.1 1.2
0.0 0.3 0.6
0.1 -1.4 1.1
1.4 3.4 0.7
0.1 -1.9 -2.3

Calculated values
M in Da: 117.17
E in Eh: -382.986525
Total charge: -1
Relative energy (zero: lowest compared OMol25 entry of this formula, charge and spin) in kJ/mol: 203.1
LUMO energy in eV: 3.690